{
  "formula": "C3H6N4O",
  "method": "the ωB97M-V functional and the def2-TZVPD basis",
  "largest_force_ha_per_bohr": 0.03477,
  "relative_energy_kj_mol": 230.7,
  "lumo_ev": 0.62,
  "molar_mass_g_mol": 114.1,
  "smiles": "CNn1cnc(=O)[nH]1",
  "e_tot_ha": -412.1211,
  "orbital_gap_ha": 0.369,
  "species": ["C", "C", "C", "H", "H", "H", "H", "H", "H", "N", "N", "N", "N", "O"],
  "xyz": [[2.334593, -0.370228, 0.808954], [0.045225, 1.268171, -0.145685], [-1.548729, -0.140609, 0.132677], [1.763047, -1.217519, 1.215984], [3.368642, -0.585641, 0.782825], [2.268216, 0.541918, 1.442415], [2.164419, -0.895989, -1.091124], [0.706059, 2.152898, -0.049770], [-0.639736, -1.632823, -0.783721], [1.941154, -0.051952, -0.589617], [0.523075, 0.096141, -0.646361], [-1.172390, 1.179767, 0.273152], [-0.351474, -0.905632, -0.149804], [-2.649967, -0.641889, 0.187016]],
  "atomic_forces_ev_per_a": [[-0.612, 0.958, 0.147], [-0.343, -0.110, 0.193], [-0.412, -0.997, 0.204], [0.181, 0.405, 0.050], [1.168, -0.528, -0.017], [-0.372, -0.649, -0.363], [-0.064, -0.007, -0.730], [-0.586, -0.716, -0.394], [0.504, -0.199, -0.588], [-0.811, -0.562, 1.491], [1.327, -0.020, -0.633], [-0.015, 1.122, 0.293], [-0.797, 0.906, 0.276], [0.831, 0.397, 0.072]],
  "mulliken_charge": [-0.811, 0.067, 0.428, 0.324, 0.383, 0.271, 0.283, 0.418, 0.259, -0.532, 0.283, -0.529, -0.295, -0.550]
}